No. 1
{
  "formula": "C33H36Cl2GeIrN2O4SSi",
  "method": "ωB97M-V/def2-TZVPD",
  "species": ["C", "C", "H", "C", "H", "C", "H", "C", "H", "C", "C", "C", "H", "H", "C", "H", "C", "H", "H", "H", "C", "O", "C", "H", "H", "C", "O", "C", "C", "Cl", "C", "O", "H", "Ge", "H", "H", "C", "C", "C", "H", "C", "C", "C", "C", "H", "C", "H", "H", "H", "C", "C", "Cl", "H", "C", "Ir", "H", "H", "C", "H", "S", "C", "N", "N", "H", "H", "H", "C", "H", "C", "H", "H", "H", "O", "Si", "H", "C", "H", "H", "C", "H", "H"],
  "coordinates": [[4.32, -2.46, 0.51], [1.46, 2.95, 3.53], [8.04, -2.53, -0.66], [-1.47, 1.20, -2.14], [-0.06, 2.88, 0.89], [4.72, -1.81, -0.66], [3.23, -1.52, 6.84], [-3.50, 2.80, -1.21], [-3.50, -0.56, -4.96], [3.07, -1.68, 5.78], [5.30, -3.12, 1.25], [-2.64, 2.13, -0.37], [2.40, -7.53, 1.54], [-0.28, -3.48, 0.56], [-2.48, -0.30, -5.28], [-1.34, -5.70, 0.54], [1.68, -4.24, 1.06], [-0.02, -7.74, 1.03], [-4.37, -2.93, 1.35], [-3.21, 3.62, -5.68], [6.05, -1.83, -1.07], [0.66, -0.17, 1.92], [2.41, -5.39, 1.34], [5.03, -3.60, 2.19], [-4.41, 2.33, -5.53], [7.00, -2.51, -0.33], [0.75, 2.57, 1.31], [1.44, -1.47, -0.27], [0.46, -6.76, 1.04], [-5.92, -1.13, 1.62], [2.64, -2.06, 3.04], [1.61, -3.08, -3.64], [-4.30, 3.41, -0.81], [2.43, -2.40, 1.12], [4.12, -0.52, 2.78], [-0.37, 1.74, -6.64], [-0.43, 1.96, -5.57], [0.66, 0.65, 2.89], [1.93, -2.79, 3.98], [-1.15, 3.59, 2.93], [3.57, -1.12, 3.50], [3.78, -0.93, 4.85], [1.81, -6.64, 1.33], [-0.97, 2.51, 3.02], [1.41, 2.59, 4.56], [6.63, -3.16, 0.84], [-3.98, 3.17, -3.27], [-1.65, 1.97, 2.36], [-3.30, 2.35, -6.91], [2.14, -2.60, 5.34], [0.32, -4.37, 0.78], [-2.07, -1.37, 0.45], [-1.16, 2.19, 4.05], [-3.31, 2.65, -2.59], [0.10, -0.15, -0.20], [-2.39, -0.51, -6.35], [1.56, -3.18, 6.06], [-3.38, 2.55, -5.84], [1.20, -3.52, 3.65], [-0.19, 0.10, -2.45], [-2.31, 1.84, -3.09], [-1.63, 1.38, -0.80], [1.68, -2.25, -1.43], [-2.77, 2.16, 0.71], [4.49, -0.18, 5.18], [7.37, -3.68, 1.44], [-0.29, -5.62, 0.77], [-0.22, 3.02, -5.42], [-4.65, -2.19, 2.08], [0.35, 1.38, -5.06], [-1.79, -0.94, -4.74], [2.47, 2.80, 3.15], [0.77, 0.34, 4.08], [-2.12, 1.50, -4.91], [1.23, 4.02, 3.50], [1.60, -2.63, -2.54], [3.47, -5.32, 1.57], [6.34, -1.32, -1.98], [0.48, 2.19, 2.65], [3.99, -1.27, -1.24], [-3.95, -1.80, 2.80]],
  "homo_ev": [-0.62, -0.99],
  "charge": -2,
  "multiplicity": 2
}

=====

No. 2
{
  "formula": "C33H36I2N3O7Tl",
  "method": "ωB97M-V/def2-TZVPD",
  "species": ["O", "H", "C", "C", "H", "H", "O", "C", "H", "H", "C", "I", "C", "C", "C", "C", "H", "H", "C", "C", "C", "H", "C", "H", "N", "H", "I", "C", "O", "C", "O", "C", "C", "H", "O", "C", "C", "N", "H", "O", "C", "H", "C", "C", "C", "H", "C", "H", "H", "C", "H", "H", "H", "H", "O", "H", "H", "H", "Tl", "H", "H", "H", "H", "H", "C", "H", "C", "C", "C", "H", "C", "N", "H", "H", "C", "H", "C", "H", "H", "H", "C", "C"],
  "coordinates": [[-0.87, 8.67, -0.40], [0.90, 7.19, -1.17], [-1.02, -5.45, 0.30], [-2.93, -0.83, 0.01], [5.45, 0.83, 1.57], [-0.83, 3.05, 1.32], [2.34, 3.99, -2.76], [-4.06, -1.65, 0.14], [1.59, 1.12, 5.25], [4.71, 1.61, -2.04], [3.87, 1.77, -1.36], [-3.85, -6.35, 0.45], [0.76, 3.52, 4.37], [-2.21, 2.79, -0.78], [2.40, 2.40, 1.27], [0.27, 6.32, -1.13], [-1.22, -0.48, 4.50], [2.96, 1.52, -1.90], [1.39, 0.72, 2.53], [0.69, 3.40, 2.84], [-1.01, 6.37, -0.62], [2.31, 4.85, 2.53], [0.71, 5.08, -1.56], [-0.85, -6.51, 0.38], [-1.70, -1.33, -0.01], [0.70, 5.55, 2.70], [1.99, -5.30, 0.23], [4.19, -0.56, -0.48], [-3.43, 2.92, -0.82], [-0.78, 3.31, 2.38], [0.82, -2.36, -0.01], [-2.60, -3.56, 0.21], [2.90, 1.13, 0.85], [0.25, -1.78, 2.32], [2.89, 5.82, -1.77], [-3.90, -3.01, 0.23], [1.51, 0.08, 4.94], [2.08, 4.96, -2.08], [2.40, -0.94, 1.51], [-2.53, 7.67, 0.55], [0.05, -4.58, 0.20], [4.46, -1.18, 0.38], [4.05, 0.91, -0.10], [-0.07, 3.95, -1.48], [5.32, 1.37, 0.63], [-2.83, 5.35, -0.13], [-0.76, 0.27, 3.85], [1.80, 3.55, 4.72], [-5.05, -1.20, 0.16], [1.49, 2.23, 2.28], [2.72, 3.34, 0.85], [-4.76, -3.66, 0.32], [-1.35, 2.57, 2.93], [1.02, -0.48, 5.74], [-1.55, 1.71, -0.54], [2.52, -0.32, 4.82], [-1.26, 4.29, 2.52], [3.84, 2.84, -1.13], [0.37, 0.21, -0.80], [-0.90, 1.23, 4.33], [0.28, 4.45, 4.68], [0.26, 2.70, 4.88], [0.32, 3.00, -1.82], [3.27, -0.96, -0.91], [-1.35, 4.03, -0.95], [1.77, -1.97, 3.21], [0.75, -1.59, 3.28], [-1.53, -2.66, 0.09], [0.71, -0.09, 3.63], [6.20, 1.18, 0.00], [-0.13, -3.15, 0.08], [-1.51, 7.68, -0.12], [-3.01, 0.25, -0.11], [5.28, 2.44, 0.86], [-2.32, -4.96, 0.30], [-1.31, 0.27, 2.90], [2.23, 0.12, 1.62], [0.23, -2.15, 4.06], [4.98, -0.67, -1.23], [1.14, 4.76, 1.19], [1.25, 4.72, 2.28], [-1.83, 5.26, -0.52]],
  "homo_ev": [-6.75, -6.74]
}

=====

No. 3
{
  "formula": "C33H36I2N3O7Tl",
  "method": "ωB97M-V/def2-TZVPD",
  "species": ["H", "C", "H", "H", "N", "H", "C", "N", "C", "H", "H", "H", "O", "C", "H", "I", "Tl", "H", "C", "C", "C", "O", "C", "H", "C", "H", "H", "O", "H", "H", "C", "H", "C", "C", "C", "H", "C", "C", "C", "C", "N", "H", "H", "H", "C", "H", "C", "I", "O", "H", "H", "H", "C", "C", "C", "H", "H", "C", "H", "H", "H", "O", "C", "C", "O", "C", "H", "H", "C", "C", "H", "H", "H", "H", "C", "C", "H", "C", "C", "C", "O", "H"],
  "coordinates": [[-5.39, 4.47, -0.62], [-4.25, -2.75, 2.43], [0.85, 1.84, 2.28], [0.80, -0.60, 3.35], [-1.28, 1.69, -2.32], [3.26, -1.70, -1.71], [-3.41, -1.72, 2.01], [-6.35, -4.03, 2.21], [3.10, 1.13, -2.45], [4.80, 2.01, -3.46], [4.92, -2.50, 1.54], [2.33, -1.44, 3.62], [-1.17, -0.97, 1.94], [-2.75, 2.26, -0.54], [-0.05, 1.15, -3.86], [-4.60, 2.73, 1.79], [-0.52, -0.36, -0.22], [1.21, 2.22, -2.34], [3.98, -2.87, 1.95], [2.75, 0.21, -3.63], [1.87, 1.84, 2.69], [-7.44, -4.10, 1.68], [-3.90, 3.02, -0.13], [5.22, 0.59, -2.47], [3.16, -3.69, -0.22], [4.56, -0.34, 2.83], [2.36, 2.07, 0.23], [-5.92, -4.80, 3.04], [1.60, -4.03, 2.09], [-3.95, -3.39, 3.24], [-1.48, 2.63, -4.52], [4.10, -3.93, 2.17], [2.27, 2.41, -2.52], [-4.54, 3.91, -0.98], [-3.81, -0.88, 0.99], [2.37, 2.87, -3.51], [-5.47, -2.92, 1.79], [4.02, 0.61, 2.91], [2.81, -1.29, 0.38], [1.49, -3.11, 1.50], [-5.44, -0.15, -0.68], [2.79, 0.77, -4.56], [1.79, 2.08, 3.75], [3.46, -0.62, -3.71], [-0.88, 1.78, -3.58], [0.78, -3.32, 0.69], [3.04, -0.99, -0.93], [-5.13, 5.43, -3.47], [-4.55, 0.51, -1.21], [3.10, -4.70, 0.17], [4.87, 2.15, -1.69], [1.95, 0.00, 4.54], [4.60, 1.49, -2.52], [-5.04, -1.07, 0.40], [-2.06, -1.52, 2.69], [-3.19, -0.05, 0.70], [2.44, 2.63, 2.21], [2.53, 0.05, 1.07], [2.43, -3.60, -1.03], [1.03, -2.36, 2.14], [2.60, 3.15, -1.78], [-2.18, 1.47, 0.23], [1.86, -0.47, 3.56], [-4.11, 4.07, -2.28], [-1.93, -1.89, 3.85], [2.53, 1.01, 0.08], [4.51, 1.35, 2.27], [-3.03, 4.07, -4.82], [2.88, 0.42, -1.15], [-2.54, 3.40, -4.12], [4.16, -3.54, -0.63], [1.75, -0.21, -3.52], [-6.87, -2.22, 0.30], [-1.11, 2.66, -5.53], [-3.01, 3.32, -2.80], [2.53, 0.46, 2.54], [4.10, 0.94, 3.95], [-5.91, -2.08, 0.77], [2.85, -2.70, 0.92], [-2.33, 2.43, -1.93], [-6.62, -0.06, -0.95], [3.78, -2.36, 2.89]],
  "homo_ev": [-7.90, -8.33]
}

=====

Summary of ΔE to the lowest compared entry with this formula, charge and spin in kcal per mole
33.6; 25.1; 7.5
(order as listed above)
Summary of E in eV
-149089.6520; -74495.8638; -74496.6250
(order as listed above)
Summary of strongest force on any atom in eV/Å
1.3; 2.5; 1.1
(order as listed above)